Molecular formula: C6H5N
Method: DFT, the ωB97M-V functional and the def2-TZVPD basis

Geometry as XYZ:
```
12
Properties=species:S:1:pos:R:3:forces:R:3
C -0.295949 0.364111 2.398997 0.1237 0.0073 -0.4453
C 0.163554 0.467571 1.289440 -0.2836 -0.2527 0.2104
C 0.759553 0.602870 -0.020990 0.0768 0.1305 0.1055
N 0.061876 1.312608 -1.108610 -0.1134 0.4136 -0.1219
C 0.304198 -0.081121 -1.302844 0.3436 0.2875 -0.4488
C -0.922723 -0.993519 -1.590860 0.5014 -0.2400 1.0213
C -0.774895 -1.673361 -0.568772 -0.4090 -0.3209 -0.0853
H -0.718975 0.269595 3.375285 0.0934 0.0439 -0.1712
H 1.811028 0.892690 0.012389 -0.1791 -0.2354 0.0411
H -0.921561 1.411703 -0.864374 0.0932 0.1474 -0.0267
H 1.119786 -0.367312 -1.954251 -0.0106 0.2679 -0.1632
H -0.585892 -2.205835 0.334589 -0.2364 -0.2491 0.0842
```
Positions in Å, forces in eV/Å.

Computed properties:
Max |F| = 1.2 eV/A
Gap between HOMO and LUMO = 9.4466 eV
Net charge = 0
Spin multiplicity = 1
Energy relative to the best compared isomer or geometry (same formula, charge and spin) = 136.63 kcal per mole
SMILES = C#C[C@@H]1N[C@@H]1C#C
Highest occupied orbital energy = -8.95 eV
E = -286.12544 hartree
LUMO energy = 0.49 eV

Results of the Löwdin charge analysis, in e, for atoms 1 through 2: 0.1194 -0.1123